# C29H58BrClN2O4PS2

The ion C29H58BrClN2O4PS2 with charge +1 (ωB97M-V with the def2-TZVPD basis set, the Open Molecules 2025 dataset).

## Properties
2S+1	1
E_HOMO	-10.24	eV
net charge	+1

Structure (XYZ):
```
98
Properties=species:S:1:pos:R:3:forces:R:3
C 0.73476 -4.79901 2.22799 0.1607 0.2623 -0.0399
C 1.28140 -3.95550 3.36310 -0.0982 -0.0448 -0.1178
O 0.23565 -3.24217 4.01494 -0.2298 -0.0192 -0.0272
C 0.63153 -2.81589 5.29884 -0.2141 -0.3968 -0.2995
C -0.34968 -1.79899 5.84382 0.8329 0.4435 0.3400
O -0.71551 -0.81544 4.86857 -0.1942 -0.0709 0.1189
C -2.07151 -0.85726 4.56382 -0.4513 -0.2491 -0.2414
C -2.29348 -0.33121 3.13188 1.6404 -0.2947 -0.0884
C -1.18392 0.63323 2.62540 -0.3765 1.1637 -0.3069
P 0.11857 -0.49538 1.85677 -0.0051 -1.2921 0.1537
O 0.42512 0.11726 0.36071 0.1308 0.5496 0.3009
Br 1.94368 0.00628 3.06594 -0.4092 0.0259 -0.5114
C -1.81243 1.69353 1.65937 0.3321 -0.3153 -0.2083
C -0.83055 2.67350 0.97347 -0.3847 0.2741 0.6038
C 0.31028 3.22497 1.84837 0.6242 0.0790 -1.4176
C 1.49542 3.71599 0.93873 -0.3442 -0.2343 0.5214
C 2.70021 2.78762 1.04443 0.0675 0.9425 -0.2175
C 3.89350 3.16621 0.14797 0.3569 -0.2475 0.5391
C 4.66582 1.91385 -0.29542 -0.8487 0.0708 0.4131
C 3.87537 1.00806 -1.23905 0.5376 0.1699 -0.5397
C 3.47733 1.67473 -2.56749 -0.0555 -0.3374 0.2880
C 2.20010 2.51466 -2.53879 -0.2404 -0.2703 -0.5250
C 1.51028 2.58251 -3.92110 -0.2107 0.3338 0.4655
O 1.19712 3.92700 -4.27313 0.3447 -0.1860 -0.1658
C -0.01537 4.34398 -3.69987 -0.1292 0.1002 -0.0212
C -2.74899 0.93145 0.68048 0.2249 0.2336 1.2285
C -3.23886 1.72799 -0.52655 -0.3148 -0.8963 -0.6855
C -2.77024 1.19704 -1.89753 -0.5437 0.4239 0.0707
C -2.98935 -0.28964 -2.10254 0.3602 -0.5878 -0.0382
S -2.66676 -0.76850 -3.84288 0.7191 0.2364 0.2911
C -2.06255 -2.48236 -3.67195 -0.6521 0.7072 0.4473
S -3.11784 -3.59098 -3.11116 -0.0228 -0.2361 -0.1550
N -0.79182 -2.67720 -4.10376 -0.5016 -0.4501 -0.0740
C -0.48158 -3.95215 -4.73475 0.8503 -0.7562 0.0889
C -0.39139 -5.20935 -3.84495 -0.5327 -0.2418 -0.0344
C 0.29405 -2.00510 -3.42081 0.4381 0.8066 0.1508
C 0.85676 -2.73100 -2.19523 0.2842 -0.1024 -0.6396
C -3.98361 0.52496 1.50476 0.1113 1.2373 -0.9790
N -3.65580 0.23780 2.94293 -0.4685 -0.9791 -0.1867
Cl -4.81971 -0.94899 3.51552 -0.1874 0.3399 0.2205
H 0.71962 -4.22936 1.30267 -0.2374 0.1040 -0.0973
H -0.26649 -5.14736 2.45660 -0.0996 -0.1477 0.0324
H 1.38925 -5.64647 2.05014 0.0069 -0.1919 0.0381
H 1.80236 -4.58124 4.09121 0.0014 -0.0564 0.0760
H 1.98794 -3.23072 2.95846 0.2943 0.0991 0.1183
H 1.65092 -2.42849 5.27085 0.0459 0.2426 -0.0309
H 0.61942 -3.68153 5.97295 0.1714 0.0676 0.1736
H 0.16656 -1.26155 6.63962 -0.0297 0.0246 0.1426
H -1.20368 -2.27875 6.31588 -0.3394 -0.0066 -0.3269
H -2.40775 -1.89309 4.58240 -0.1600 -0.0874 0.0304
H -2.69762 -0.31650 5.28860 0.1322 0.2624 0.0707
H -2.24219 -1.20186 2.47544 -0.4226 -0.0883 -0.1073
H -0.71695 1.16291 3.44854 -0.0541 -0.0515 0.2576
H -0.17114 -0.26992 -0.29733 0.2828 -0.1806 0.0960
H -2.46462 2.32482 2.28172 0.0527 0.1205 0.0578
H -0.44520 2.29491 0.03424 0.1301 -0.3727 0.0226
H -1.43488 3.53710 0.69821 -0.0322 0.1067 -0.1456
H -0.03682 4.08856 2.40378 -0.1959 -0.1194 0.4406
H 0.73249 2.47445 2.51043 -0.1739 0.0144 0.2634
H 1.21300 3.72683 -0.11127 -0.3336 0.2598 -0.1196
H 1.72971 4.73472 1.24175 0.2994 0.0885 -0.1772
H 2.34603 1.79043 0.81241 0.0813 -0.2557 0.0815
H 3.05057 2.83580 2.07442 -0.0215 -0.4572 0.1673
H 4.57776 3.75180 0.76294 0.0419 0.2171 -0.0650
H 3.62378 3.80857 -0.68486 -0.1534 -0.0573 -0.1442
H 5.63104 2.18836 -0.71400 0.0564 -0.0209 -0.2095
H 4.85529 1.34890 0.62096 0.2525 -0.0870 0.0183
H 4.51143 0.15315 -1.47520 0.0598 -0.0808 -0.0247
H 2.99648 0.58085 -0.75899 -0.1816 0.0838 0.1507
H 3.32462 0.87522 -3.29664 0.0218 -0.0362 -0.0869
H 4.31984 2.26472 -2.92726 0.0436 0.0959 -0.1498
H 1.51801 2.07760 -1.80761 -0.0826 0.0636 0.1972
H 2.38191 3.54942 -2.27438 0.1001 0.1064 0.2449
H 0.57292 2.01562 -3.92352 0.0595 -0.2662 -0.0698
H 2.16996 2.15501 -4.67008 0.0254 0.2331 -0.2956
H -0.85613 4.05849 -4.33735 -0.1455 -0.1705 0.0703
H -0.14140 3.92357 -2.69915 -0.1212 -0.0598 0.1346
H -0.03698 5.42686 -3.60043 0.2198 0.0798 -0.1034
H -2.24711 0.00420 0.41285 0.0850 -0.0015 -0.4347
H -4.32766 1.64774 -0.54439 -0.1318 0.1964 -0.0456
H -2.99536 2.78243 -0.45745 0.0222 0.0827 0.1599
H -1.74287 1.49005 -2.07817 0.3767 -0.1544 -0.0995
H -3.36866 1.72682 -2.63806 0.0676 0.1475 -0.1534
H -3.98095 -0.62908 -1.80676 -0.1747 0.1612 -0.0288
H -2.28220 -0.86736 -1.50714 0.0523 -0.1433 0.0554
H -1.18067 -4.13441 -5.54274 -0.3361 0.1608 0.0236
H 0.48281 -3.83454 -5.22738 0.0988 0.3139 0.0026
H -0.42965 -4.99498 -2.78457 0.0804 0.1513 0.1001
H 0.48533 -5.82288 -4.04004 0.2100 0.1929 -0.1308
H -1.25594 -5.83615 -4.03977 -0.1006 -0.1142 0.0447
H -0.01961 -1.00502 -3.11996 -0.3355 0.0173 -0.1410
H 1.10156 -1.83875 -4.13263 0.0818 -0.0848 -0.1051
H 1.59657 -2.09080 -1.72755 0.0238 0.2800 0.2526
H 0.10152 -3.03326 -1.47202 -0.0786 -0.0079 0.0047
H 1.41914 -3.59428 -2.53981 -0.1159 -0.3204 0.2193
H -4.63028 1.39968 1.50196 -0.2317 -0.0043 0.3457
H -4.55089 -0.27319 1.04253 0.1385 -0.4423 0.2938
H -3.80017 1.08540 3.49417 0.0722 -0.0992 0.1829
```
Forces are in eV/Å.